{"formula": "C14H24ClN5O6Tl", "method": "wB97M-V/def2-TZVPD", "elements": ["O", "H", "Tl", "N", "N", "N", "N", "O", "O", "O", "O", "C", "C", "C", "C", "C", "H", "H", "H", "C", "H", "H", "H", "C", "C", "H", "H", "H", "H", "H", "H", "H", "H", "C", "H", "H", "H", "O", "H", "H", "Cl", "C", "C", "C", "C", "N", "C", "H", "H", "H", "H"], "positions_angstrom": [[2.037, -2.682, -1.588], [2.722, -3.179, -2.092], [0.739, -0.886, 0.227], [0.128, -0.756, -1.835], [1.801, 0.857, -0.901], [-1.005, -1.374, 1.545], [0.583, 0.597, 2.042], [-1.002, -1.158, -2.127], [-1.998, -2.324, 1.253], [1.226, 1.795, 2.116], [2.428, 1.815, -0.327], [1.994, 0.579, -2.242], [1.063, -0.337, -2.758], [-1.175, -0.790, 2.741], [-0.276, 0.302, 3.035], [1.028, -0.903, -4.127], [1.234, -1.977, -4.044], [1.816, -0.455, -4.743], [0.063, -0.741, -4.628], [3.163, 1.096, -2.999], [4.087, 0.757, -2.508], [3.160, 2.193, -3.052], [3.152, 0.688, -4.017], [-2.266, -1.255, 3.633], [-0.332, 0.996, 4.351], [-2.626, -2.225, 3.287], [-3.102, -0.539, 3.643], [-1.925, -1.334, 4.673], [0.204, 1.943, 4.305], [0.103, 0.379, 5.150], [-1.364, 1.198, 4.657], [-1.836, -2.627, 0.336], [1.738, 1.878, 1.250], [2.487, -1.932, 0.890], [2.659, -2.696, 0.090], [2.249, -2.271, 1.914], [3.281, -1.175, 0.994], [-0.101, -4.123, -1.037], [0.620, -3.724, -1.617], [0.353, -4.163, -0.179], [-5.100, 2.139, 0.750], [-3.549, 2.336, 0.041], [-3.237, 3.467, -0.731], [-1.945, 3.568, -1.240], [-1.016, 2.557, -0.934], [-1.321, 1.483, -0.217], [-2.560, 1.342, 0.250], [-4.014, 4.213, -0.898], [-1.609, 4.402, -1.861], [0.019, 2.609, -1.279], [-2.778, 0.436, 0.809]], "forces_ev_per_angstrom": [[0.2, -0.2, -1.7], [-0.7, 0.6, 0.2], [1.4, -1.5, 1.4], [-3.8, -1.3, -0.1], [1.3, 3.0, 0.8], [-2.4, 0.5, 2.4], [-2.6, 0.7, 2.4], [2.5, 0.8, -0.4], [0.8, 0.5, -0.1], [0.5, -0.5, -0.1], [-1.2, -2.5, -2.1], [-0.3, -0.5, -0.3], [1.6, 0.4, -0.5], [0.0, -2.6, -3.2], [3.0, 1.4, -1.8], [0.2, 0.3, -0.5], [-0.2, 0.2, 0.0], [-0.3, -0.2, 0.1], [0.2, -0.1, 0.3], [0.0, 0.1, -0.3], [-0.2, 0.2, 0.0], [0.1, -0.3, 0.1], [0.1, 0.3, 0.4], [-0.1, 0.1, 0.6], [-0.2, 0.5, 0.1], [0.0, 0.2, 0.2], [0.2, -0.1, -0.1], [0.0, 0.0, -0.2], [0.0, -0.1, 0.0], [0.0, 0.0, -0.3], [0.1, 0.0, -0.1], [0.2, 0.0, 0.3], [-0.5, -0.2, 0.9], [0.4, -0.2, 1.1], [-0.1, 0.7, 1.0], [0.2, -0.2, -0.5], [-0.2, -0.3, -0.3], [0.2, 0.6, 0.0], [-0.3, -0.2, 0.9], [-0.1, -0.2, -0.4], [-0.1, 0.0, 0.0], [1.2, -0.4, -0.2], [0.0, -0.6, 0.3], [0.5, -0.4, 0.1], [-0.4, 0.6, -0.2], [0.0, -0.5, 0.1], [-0.6, 1.1, -0.2], [0.3, -0.1, -0.1], [-0.3, -0.2, 0.3], [-0.3, 0.2, 0.0], [-0.1, 0.2, -0.1]], "lowdin_charge": [-0.409, 0.009, 1.060, -0.129, -0.074, -0.056, -0.044, 0.117, -0.012, 0.004, 0.014, -0.215, -0.191, -0.234, -0.224, 0.025, 0.111, 0.086, 0.113, 0.019, 0.116, 0.107, 0.082, 0.016, 0.010, 0.092, 0.117, 0.106, 0.089, 0.113, 0.098, 0.104, 0.072, -0.178, -0.009, 0.008, 0.014, -0.114, 0.003, 0.023, 0.715, -0.640, -0.064, -0.029, -0.138, 0.035, -0.146, 0.119, 0.118, 0.094, 0.097], "charge": 1, "largest_force_ev_per_a": 4.130, "de_lowest_kj_mol": 161.4, "homo_lumo_gap_ev": [5.2, 5.1], "e_homo_ev": [-11.56, -11.46]}